(1)
Entry from the Open Molecules 2025 dataset: a molecular structure, C35H27F5INO3PS2Sn (ωB97M-V/def2-TZVPD).

Geometry as XYZ:
```
76
Properties=species:S:1:pos:R:3:forces:R:3:lowdin_charge:R:1
H -2.6632 -2.9022 -1.0044 0.013 0.089 -0.012 0.106
C 1.9082 1.6425 -2.9697 0.177 -0.073 -0.643 -0.585
H 3.7540 2.0956 3.3336 0.001 -0.011 0.017 0.095
C 1.8349 -3.1014 -1.2582 0.000 -0.050 -0.013 -0.104
C -5.8525 -0.5607 2.6249 -0.027 0.014 0.085 -0.100
C 0.6850 1.1166 4.3295 -0.124 -0.100 -0.100 -0.082
H -0.4987 -3.7046 1.1173 -0.024 0.042 -0.015 0.102
H -6.1291 -0.7380 0.4985 0.013 -0.004 0.018 0.105
O -3.4587 0.2101 -3.3130 0.104 0.095 0.104 -0.034
H -5.2135 -1.2888 -3.9969 0.006 0.027 0.024 0.111
C -3.6365 -0.0892 3.3423 0.222 0.035 -0.064 -0.473
Sn -0.0536 0.1439 -0.1821 0.172 0.484 0.546 1.201
I -6.7040 -5.9328 -2.2140 0.164 0.250 0.019 0.768
H -1.6211 3.6557 -3.5940 0.001 -0.009 0.005 0.064
C -3.1933 3.9072 -1.0533 0.300 -0.196 -0.050 -0.162
C -5.8074 -3.2130 -3.2306 0.024 0.061 -0.006 -0.162
H -5.3022 -0.2800 4.6911 -0.040 -0.040 -0.015 0.101
H 1.1385 -2.4544 2.4810 -0.004 0.031 -0.006 0.104
C 0.9169 0.8448 1.8908 -0.308 0.178 -0.036 -0.230
F 1.8076 1.7500 -7.1421 -0.037 0.031 -0.056 0.107
H 0.0692 1.0277 5.2185 0.042 0.039 0.034 0.073
H -3.4124 4.7320 -1.7311 0.010 0.011 0.000 0.049
C -1.2992 2.8440 -2.9387 -0.059 -0.173 0.153 -0.140
F 1.1569 -0.5885 -3.1326 -0.004 -0.145 -0.025 0.061
H -0.2520 2.6086 -3.1320 -0.105 0.077 0.004 0.025
C -4.9903 -2.0944 -3.3102 -0.016 -0.059 0.020 -0.025
C 0.6627 -3.5673 -0.6824 -0.010 -0.048 -0.015 -0.106
C 1.3375 -2.6424 1.4329 -0.041 -0.069 0.075 -0.130
C -0.3885 4.7702 -0.9934 -0.181 -0.243 0.042 -0.164
C -5.4801 -4.2088 -2.3255 -0.235 -0.325 -0.052 -0.726
H 3.2307 -1.6370 1.4591 -0.019 0.039 -0.014 0.103
C 1.8275 1.7218 -5.8044 0.046 -0.008 0.160 -0.149
C 1.9786 1.5873 4.4302 0.076 0.062 0.042 -0.105
O -1.9430 -0.7121 -1.9194 -0.518 0.078 -0.250 -0.212
C 1.5087 0.5428 -3.7402 0.124 0.265 0.198 -0.247
H 3.6812 -2.0580 -0.9361 -0.032 0.062 -0.015 0.104
H -0.0628 -4.0993 -1.2846 -0.014 0.037 -0.016 0.102
H -0.5939 5.5582 -1.7180 -0.033 0.007 0.002 0.051
H -3.3842 4.2012 -0.0221 0.035 0.028 0.006 0.051
N -1.8414 0.1325 1.8586 0.463 0.175 -0.243 0.039
C 2.2201 1.3291 2.0486 -0.044 -0.185 -0.249 -0.163
C -3.5489 -2.9960 -1.6207 0.006 -0.012 0.029 -0.029
C -3.1853 -0.1104 2.0122 -0.361 -0.054 0.353 -0.292
H -6.6839 -3.2981 -3.8587 -0.001 -0.041 0.004 0.085
C -4.9693 -0.3114 3.6616 -0.038 -0.024 -0.016 -0.105
C -3.0074 -0.7033 -2.5977 0.199 -0.003 0.037 -0.660
H 0.6387 4.4187 -1.1070 -0.007 -0.037 -0.029 0.027
H -6.8958 -0.7480 2.8457 0.004 0.014 0.009 0.097
C 2.2780 2.7789 -3.7040 -0.175 -0.283 0.204 -0.270
C 1.4758 0.5720 -5.1206 -0.053 -0.007 -0.098 -0.145
O -1.1855 2.2835 -0.2020 0.187 -0.833 0.300 -0.489
H -3.7391 -0.2868 -0.0369 0.021 -0.100 -0.137 0.102
C 2.5140 -2.1819 0.8579 0.038 -0.010 0.014 -0.116
S -2.2999 0.2769 4.3886 0.064 -0.005 -0.138 1.083
C -3.8595 -1.9768 -2.5107 -0.008 0.166 -0.030 -0.132
F 1.1107 -0.5130 -5.8111 -0.015 -0.039 -0.016 0.115
C -1.2395 0.3763 2.9727 -0.653 -0.122 0.218 -0.509
F 2.5509 3.9611 -5.7284 0.055 0.037 -0.039 0.102
C -5.4191 -0.5594 1.2965 0.015 0.001 -0.058 -0.075
H 2.8487 1.4186 1.1683 0.071 0.037 0.074 0.026
C -4.3620 -4.1162 -1.5157 -0.002 -0.054 0.050 -0.158
C 2.7438 1.7052 3.2766 0.039 -0.018 0.021 -0.098
C 0.4148 -3.3391 0.6640 0.000 -0.062 0.058 -0.123
H 2.0224 -3.2674 -2.3112 -0.011 0.026 -0.002 0.103
H -1.9035 1.9463 -3.1228 -0.063 0.031 0.025 0.043
C 2.7628 -2.4143 -0.4871 0.027 0.008 -0.013 -0.100
H -0.5130 5.1464 0.0225 -0.019 0.039 -0.016 0.053
C 0.1602 0.7682 3.0801 0.438 0.089 -0.232 -0.276
H -3.8250 3.0530 -1.3014 -0.048 0.016 -0.019 0.055
C -4.0951 -0.3262 0.9821 0.078 0.008 -0.134 0.009
C 2.2228 2.8334 -5.0818 0.006 -0.031 -0.086 -0.155
H -4.1322 -4.9013 -0.8077 0.024 -0.012 -0.021 0.086
S 1.9899 1.6459 -1.2444 0.094 0.170 0.422 0.598
P -1.4779 3.3375 -1.2226 -0.026 0.511 -0.362 0.565
F 2.6719 3.8817 -3.0534 0.015 0.137 -0.046 0.064
H 2.3859 1.8786 5.3905 -0.020 -0.026 0.014 0.094
```
Forces are in eV/Å.

The frontier orbital gap comes out at 6.75 eV. Its LUMO energy is 2.12 eV. As for the HOMO energy: -4.63 eV. The calculation puts the total energy at -102849.50125 eV. The charge is -1.

***

(2)
Entry from the Open Molecules 2025 dataset: a molecular structure, C35H27N2PPd (ωB97M-V/def2-TZVPD).

Geometry as XYZ:
```
66
Properties=species:S:1:pos:R:3:forces:R:3:lowdin_charge:R:1
C -2.5182 -2.2766 2.2071 0.002 -0.012 -0.006 -0.097
C -4.1557 -2.2910 -3.0371 0.008 0.024 0.005 -0.085
H -6.0080 2.2324 1.9322 -0.001 -0.003 0.005 0.091
H -1.7487 -4.4356 -4.0578 0.003 0.000 0.002 0.100
C 3.3584 2.1021 0.4079 -0.007 -0.012 -0.031 -0.211
H 3.5017 0.2522 -2.8373 0.002 0.000 -0.002 0.101
H 1.1236 0.8490 -2.5175 -0.006 0.005 0.004 0.099
H -0.3571 -2.8933 -2.7495 -0.013 -0.003 -0.001 0.091
C 4.4202 2.6901 -0.2644 0.006 0.011 -0.011 -0.011
C -2.6748 2.8553 2.0452 -0.035 -0.027 -0.003 -0.077
C -4.9738 2.2636 1.6168 -0.014 -0.019 -0.030 -0.113
C -3.5759 -3.3847 -3.6660 0.012 -0.015 -0.005 -0.095
C -1.9873 -1.4693 3.2015 -0.018 0.003 -0.002 -0.101
H 2.8894 -3.3387 -0.5840 0.001 0.000 0.001 0.103
H -2.9977 1.4081 -1.0094 -0.061 0.176 0.091 0.052
H -4.2773 3.2318 3.4008 0.001 -0.001 -0.003 0.098
C -3.3669 -1.4131 -2.3105 -0.038 -0.009 -0.001 -0.111
H 0.5165 -2.7316 -0.2649 0.006 -0.001 0.000 0.113
C 4.7214 0.2908 1.5189 -0.012 -0.008 -0.020 -0.006
C -1.9929 -1.6227 -2.1755 -0.009 0.013 0.006 -0.369
H -1.9249 3.2819 2.7009 0.001 -0.029 0.008 0.105
Pd 0.4600 1.3150 1.0329 0.197 -0.315 -0.034 0.808
C 4.1942 3.8551 -0.9809 0.015 -0.010 -0.012 -0.052
C -1.4228 -2.7178 -2.8188 0.017 0.008 -0.007 -0.083
C 4.7588 -0.8999 2.2243 0.001 -0.003 0.008 -0.048
C -0.8598 -0.1069 1.5379 0.020 0.036 -0.098 -0.305
H -0.7839 0.2372 3.6586 0.018 -0.018 0.004 0.091
C -1.1663 -0.3980 2.8659 0.050 0.004 0.034 -0.139
C 1.9092 3.7430 -0.3264 0.039 0.076 0.074 -0.117
C 2.5042 -2.4210 -1.0119 0.018 0.014 0.036 -0.091
H 2.7067 5.3000 -1.5660 -0.006 0.000 0.004 0.108
H 5.0064 4.3267 -1.5186 0.002 -0.001 0.002 0.111
C -0.9141 2.4232 0.3963 -0.101 0.213 -0.044 -0.048
H -2.2230 -1.6632 4.2414 -0.002 0.001 0.000 0.097
C -2.2086 -3.5904 -3.5611 -0.026 0.002 -0.009 -0.086
H -3.8219 -0.5516 -1.8324 -0.020 -0.046 0.007 0.089
C 3.4900 0.8315 1.1737 0.041 0.000 -0.022 -0.203
H 4.3911 -1.8427 -1.8600 -0.004 0.000 0.000 0.100
C -3.2782 1.7957 -0.0381 -0.211 0.119 0.000 -0.104
C -1.4158 -0.9251 0.5406 -0.094 0.022 0.019 -0.401
C -4.0013 2.8229 2.4360 0.014 0.038 -0.004 -0.102
C 3.5694 -1.5188 2.5674 0.009 -0.015 -0.006 -0.042
C 3.3484 -1.5804 -1.7282 0.010 0.017 0.002 -0.094
H 3.5529 -2.4484 3.1183 -0.002 0.000 -0.004 0.110
N 2.3446 0.2314 1.5181 -0.033 0.049 0.110 0.042
C 1.5123 -0.0750 -2.1037 -0.032 -0.004 0.016 -0.113
C -2.2349 -2.0008 0.8759 0.036 0.004 -0.001 -0.091
H -5.2210 -2.1167 -3.1200 0.000 0.001 -0.002 0.102
C 0.6566 -0.9078 -1.3849 0.021 -0.017 -0.022 -0.397
C 2.3818 -0.9141 2.1929 -0.023 -0.034 -0.015 -0.103
N 2.1330 2.6335 0.3671 -0.077 -0.018 -0.046 0.026
H 5.7085 -1.3350 2.5066 0.000 0.002 0.000 0.112
H -4.1865 -4.0688 -4.2414 -0.002 0.000 0.002 0.099
H -3.1610 -3.1097 2.4625 0.003 -0.002 0.000 0.096
H 5.6384 0.7961 1.2538 -0.001 -0.003 0.008 0.107
H 0.8757 4.0790 -0.3152 0.021 -0.034 -0.095 0.077
H 1.4174 -1.3467 2.4330 0.003 0.000 0.002 0.108
P -1.0900 -0.3735 -1.1754 0.358 -0.209 0.000 1.095
C -4.5960 1.7536 0.3809 -0.015 0.011 0.055 -0.096
C 1.1701 -2.0842 -0.8395 -0.010 0.032 0.033 -0.114
C 2.9208 4.3963 -1.0131 -0.012 0.009 0.021 -0.041
H -5.3428 1.3211 -0.2744 -0.020 -0.007 -0.004 0.097
H -2.6602 -2.6246 0.0991 -0.015 -0.006 -0.012 0.097
C -2.2853 2.3279 0.8009 -0.026 -0.019 -0.036 -0.390
H 5.4014 2.2386 -0.2545 -0.002 0.007 0.000 0.106
C 2.8497 -0.4072 -2.2773 0.014 0.001 0.028 -0.095
```
Forces are in eV/Å.

The frontier orbital gap (spin up / spin down) comes out at 5.62 / 5.62 eV. Its LUMO energy (spin up / spin down) is -0.55 / -0.55 eV. As for the HOMO energy (spin up / spin down): -6.17 / -6.17 eV. The calculation puts the total energy at -52479.23141 eV. The charge is 0.

***

(3)
Entry from the Open Molecules 2025 dataset: 2 unconnected molecules or ions with the total composition C35H27N2S at a distorted geometry (ωB97M-V/def2-TZVPD).

Geometry as XYZ:
```
65
Properties=species:S:1:pos:R:3:forces:R:3:lowdin_charge:R:1
H -4.0787 -2.1188 4.1135 0.238 0.331 -0.118 0.118
H 4.9835 -0.4109 -0.1714 -0.206 0.184 -0.231 0.105
C -1.7303 -0.3534 2.3369 -0.591 -0.141 -0.138 -0.137
C 0.0700 2.2544 2.5321 0.213 -0.094 -0.119 0.033
C 2.8751 -0.3366 -0.6300 -0.098 0.061 -0.053 -0.048
H 3.6381 3.0282 -2.4439 0.007 -0.326 0.281 0.110
H 3.9891 -1.2720 2.8726 -0.121 -0.213 0.042 0.124
H -2.1707 1.3742 1.1407 -0.303 -0.356 0.704 0.011
C 2.8163 1.5065 2.7796 -0.319 -0.707 -0.181 0.016
C -4.4147 -0.1952 3.1800 0.280 -0.096 -0.167 -0.035
C -4.9204 2.7520 -2.3504 0.314 -0.415 -0.162 -0.076
C 1.8462 0.3872 -1.2314 -0.014 -0.011 -0.163 -0.191
C 0.6088 -1.4020 2.2178 1.371 -0.094 0.142 -0.103
H -0.9836 2.5246 2.4738 0.380 0.133 0.092 0.116
H 5.4988 1.6928 -1.4130 -0.241 -0.064 0.068 0.104
C 0.4185 -2.7884 2.2216 0.128 0.225 0.040 0.010
C 2.1238 1.6281 -1.8092 0.495 0.130 -0.150 -0.043
H -1.6602 -1.3974 -2.9683 0.014 0.155 -0.018 0.142
C 0.4639 0.9385 2.2940 1.351 0.067 0.348 -0.099
N -0.5147 0.7035 -0.7048 -0.582 0.931 -0.585 0.092
C 1.5016 -3.6138 2.5668 0.126 -0.011 -0.092 -0.040
H 3.1461 3.5716 3.2986 -0.254 -0.152 -0.155 0.120
C 2.4091 2.8266 2.9963 -0.705 0.322 -0.160 -0.018
H -5.4289 -0.0949 3.5695 0.277 -0.085 -0.166 0.119
C 0.4345 -0.1446 -1.4443 -0.107 -0.328 0.602 -0.292
N -1.9880 0.6551 -2.5665 -0.322 -0.219 -0.403 -0.036
C 2.7807 -3.0851 2.8109 -0.604 -0.235 -0.122 -0.023
C -3.6854 2.1541 -2.1233 -0.821 0.076 -0.558 -0.461
C -5.6883 2.2939 -3.4271 0.237 0.039 0.127 -0.079
H 0.5451 0.6704 -3.4565 -0.165 -0.269 0.185 0.122
H 3.8550 1.1875 2.8793 -0.266 0.267 0.096 0.125
S -2.5352 2.5057 -0.8667 0.189 -0.036 -0.058 1.106
H -1.4441 -0.2759 -4.3315 -0.062 -0.081 -0.102 0.123
H 0.7625 4.2268 3.0400 0.099 -0.238 0.013 0.114
H -3.5819 -0.1198 -4.6894 -0.329 0.374 0.249 0.113
C -2.3078 -1.3872 3.1151 -0.031 0.011 -0.007 0.009
H 0.3164 -1.1590 -1.0308 0.371 0.095 0.007 0.142
C 1.8474 0.5710 2.4639 -0.762 1.357 -0.034 -0.099
H -1.6742 -2.2080 3.4409 -0.274 0.203 0.121 0.107
C -3.6396 -1.3132 3.5202 0.089 0.133 -0.116 -0.045
C 0.1802 -0.2348 -2.9486 0.556 -0.090 -0.263 -0.123
H -0.5593 -3.1973 1.9684 0.331 -0.104 0.124 0.122
C 3.0069 -1.7097 2.7107 -0.498 0.629 -0.151 0.006
C -2.5788 0.6744 1.8787 0.045 0.463 0.056 -0.048
C -5.2197 1.2766 -4.2652 0.238 -0.032 0.136 -0.070
C 3.4356 2.0964 -1.9084 -0.262 -0.201 0.280 -0.063
H -4.5102 1.6366 2.0196 0.256 -0.385 0.001 0.119
C -1.5324 1.1343 -1.3700 0.882 -0.488 0.244 -0.564
H -5.8271 0.9347 -5.0977 0.039 0.097 0.137 0.109
H 3.6028 -3.7477 3.0889 -0.307 0.153 -0.139 0.122
C -0.3046 -0.2775 2.1519 -0.461 -0.211 0.586 0.045
H -5.2402 3.5430 -1.6839 -0.238 0.001 -0.159 0.109
C -3.2327 1.1380 -2.9640 0.277 -0.133 -0.098 -0.236
C 4.4682 1.3496 -1.3299 -0.035 -0.144 0.100 -0.084
C -3.8933 0.7848 2.3228 0.251 -0.188 0.003 -0.037
H 0.7739 -1.0702 -3.3371 -0.137 0.134 -0.029 0.138
C 4.1842 0.1547 -0.6572 -0.098 0.233 -0.122 -0.080
C 1.9290 -0.8803 2.4346 -0.238 -1.375 0.036 -0.116
H -6.6571 2.7418 -3.6098 0.059 -0.044 -0.032 0.106
H 1.3475 -4.6904 2.6530 0.046 0.332 -0.117 0.115
H 2.6521 -1.2886 -0.1387 0.102 0.241 -0.285 0.106
C -1.2784 -0.4111 -3.2670 -0.246 0.117 0.345 -0.113
C -3.9729 0.6788 -4.0496 -0.174 0.249 0.155 -0.004
H 1.3042 2.2023 -2.2477 0.291 -0.094 0.144 0.118
C 1.0559 3.1934 2.8667 0.320 -0.084 -0.012 -0.033
```
Forces are in eV/Å.

The frontier orbital gap comes out at 4.64 eV. Its LUMO energy is -5.48 eV. As for the HOMO energy: -10.11 eV. The calculation puts the total energy at -50542.67438 eV. The charge is +1.